1.
{"formula": "C12H18N2OS2", "method": "ωB97M-V/def2-TZVPD", "molar_mass_g_mol": 270.42, "total_charge": 0, "e_above_lowest_kj_mol": 0.0, "gap_ha": 0.31960, "e_homo_ev": -8.074, "spin_multiplicity": 1, "species": ["C", "O", "C", "C", "C", "N", "C", "S", "N", "C", "C", "C", "C", "C", "S", "C", "C", "H", "H", "H", "H", "H", "H", "H", "H", "H", "H", "H", "H", "H", "H", "H", "H", "H", "H"], "positions_angstrom": [[0.758, 3.895, 1.832], [1.679, 2.840, 1.790], [2.367, 2.751, 0.561], [3.405, 1.635, 0.640], [2.794, 0.310, 1.108], [1.681, -0.117, 0.295], [1.847, -0.717, -0.896], [3.327, -1.145, -1.500], [0.749, -0.981, -1.663], [-0.610, -0.867, -1.385], [-1.483, -0.638, -2.453], [-2.839, -0.528, -2.226], [-3.361, -0.640, -0.948], [-2.504, -0.899, 0.111], [-3.028, -1.093, 1.787], [-4.839, -1.086, 1.685], [-1.134, -1.021, -0.107], [0.293, 3.865, 2.814], [1.255, 4.864, 1.692], [-0.013, 3.784, 1.058], [2.867, 3.707, 0.337], [1.651, 2.556, -0.255], [3.854, 1.503, -0.344], [4.185, 1.916, 1.347], [2.432, 0.417, 2.131], [3.559, -0.469, 1.066], [0.797, 0.332, 0.484], [0.986, -1.285, -2.599], [-1.087, -0.547, -3.453], [-3.506, -0.346, -3.055], [-4.423, -0.536, -0.799], [-5.193, -0.112, 1.360], [-5.174, -1.873, 1.016], [-5.189, -1.285, 2.694], [-0.503, -1.285, 0.727]]}

***

2.
{"formula": "C12H18N3", "method": "ωB97M-V/def2-TZVPD", "molar_mass_g_mol": 204.30, "total_charge": 1, "e_above_lowest_kj_mol": 695.7, "gap_ha": 0.24894, "e_homo_ev": -11.132, "spin_multiplicity": 1, "species": ["C", "C", "C", "C", "C", "C", "C", "C", "C", "C", "C", "C", "N", "N", "N", "H", "H", "H", "H", "H", "H", "H", "H", "H", "H", "H", "H", "H", "H", "H", "H", "H", "H"], "positions_angstrom": [[-1.484, 0.434, 0.456], [-0.419, 1.210, 0.108], [-1.329, -0.844, -1.549], [3.518, 0.970, 1.788], [3.728, 2.133, -0.239], [-1.911, -0.676, -0.370], [-0.653, 0.347, -2.149], [0.333, 0.968, -1.196], [-4.383, -0.626, 0.027], [2.348, -1.044, 2.098], [-3.001, -1.476, 0.111], [1.458, -0.247, -0.995], [3.983, 1.930, 0.906], [2.611, 0.103, 1.269], [2.412, 0.319, 0.032], [-2.209, 0.521, 1.297], [-0.018, 1.856, 0.836], [-1.620, -1.699, -2.079], [3.879, 1.055, 2.753], [3.900, 2.607, -1.152], [-0.303, 0.151, -3.168], [-1.521, 1.021, -2.275], [0.884, 1.881, -1.545], [-5.226, -1.202, 0.323], [-4.475, -0.394, -0.935], [-4.278, 0.324, 0.616], [1.257, -1.244, 2.037], [3.003, -1.941, 1.804], [2.475, -0.796, 3.143], [-3.055, -2.449, -0.393], [-2.739, -1.682, 1.190], [0.912, -1.186, -0.761], [1.927, -0.322, -1.989]]}

***

3.
{"formula": "C12H18N3O4PPdS2", "method": "ωB97M-V/def2-TZVPD", "molar_mass_g_mol": 469.82, "total_charge": -2, "e_above_lowest_kj_mol": 165.0, "gap_ha": 0.21381, "e_homo_ev": -1.286, "spin_multiplicity": 1, "species": ["Pd", "C", "P", "C", "C", "O", "H", "H", "H", "H", "H", "H", "H", "H", "H", "N", "C", "N", "S", "H", "H", "H", "H", "O", "C", "C", "C", "C", "C", "C", "C", "O", "O", "H", "H", "H", "H", "H", "S", "C", "N"], "positions_angstrom": [[0.241, 0.132, -0.224], [0.916, 2.756, -0.223], [-0.813, 2.729, 0.292], [-1.003, 1.648, 1.721], [-1.045, 4.384, 1.022], [-1.853, 2.564, -0.780], [1.535, 3.285, 0.505], [0.957, 3.215, -1.211], [1.336, 1.729, -0.341], [-0.410, 1.982, 2.575], [-0.668, 0.623, 1.467], [-2.065, 1.612, 1.970], [-0.257, 4.617, 1.743], [-2.016, 4.428, 1.517], [-1.031, 5.122, 0.218], [-1.310, -0.285, -2.378], [0.065, -0.263, -2.476], [0.710, -1.472, -2.265], [0.872, 0.999, -3.326], [-1.665, -0.886, -1.636], [-1.664, 0.664, -2.294], [0.281, -2.065, -1.561], [1.697, -1.329, -2.096], [4.781, -2.563, 0.690], [5.081, -1.696, 1.703], [6.285, -1.810, 2.394], [6.585, -0.945, 3.438], [5.667, 0.027, 3.808], [4.461, 0.114, 3.120], [4.147, -0.719, 2.053], [2.827, -0.505, 1.311], [2.915, -0.439, 0.067], [1.819, -0.370, 2.036], [5.512, -3.180, 0.607], [6.990, -2.587, 2.109], [7.528, -1.043, 3.963], [5.882, 0.703, 4.627], [3.708, 0.839, 3.407], [-2.663, -4.492, 0.481], [-1.968, -2.970, 0.347], [-1.486, -1.911, 0.252]]}

***

4.
{"formula": "C12H18N4O4S", "method": "ωB97M-V/def2-TZVPD", "molar_mass_g_mol": 314.37, "total_charge": 0, "e_above_lowest_kj_mol": 206.2, "gap_ha": 0.34403, "e_homo_ev": -8.962, "spin_multiplicity": 1, "species": ["H", "N", "C", "N", "N", "C", "C", "C", "O", "N", "S", "O", "O", "C", "C", "C", "C", "C", "C", "O", "C", "C", "H", "H", "H", "H", "H", "H", "H", "H", "H", "H", "H", "H", "H", "H", "H", "H", "H"], "positions_angstrom": [[-3.939, -2.248, 1.552], [-4.359, -1.633, 2.177], [-3.486, -1.369, 3.019], [-3.683, -0.164, 3.637], [-2.237, -2.040, 3.037], [-1.327, -1.574, 4.084], [-1.687, -3.011, 1.999], [-0.968, -2.155, 0.943], [-0.268, -2.654, 0.083], [-1.023, -0.779, 1.067], [0.333, 0.025, 1.221], [1.230, -0.716, 2.135], [-0.049, 1.348, 1.765], [1.064, 0.161, -0.450], [2.355, 0.469, -0.530], [2.842, 0.933, -1.784], [2.043, 1.154, -2.899], [2.614, 1.588, -4.270], [2.287, 3.078, -4.487], [3.242, 3.841, -5.180], [0.720, 1.021, -2.774], [0.182, 0.437, -1.598], [-4.502, 0.277, 3.255], [-3.059, 0.311, 4.224], [-0.423, -2.322, 4.089], [-0.712, -0.671, 3.760], [-1.701, -1.614, 5.091], [-0.947, -3.685, 2.401], [-2.427, -3.737, 1.569], [-1.588, -0.518, 1.882], [3.048, 0.442, 0.353], [3.898, 1.280, -1.803], [3.694, 1.324, -4.370], [2.137, 0.883, -4.940], [1.372, 3.207, -5.069], [2.127, 3.549, -3.528], [3.993, 4.095, -4.605], [0.071, 1.386, -3.605], [-0.868, 0.083, -1.452]]}

***

5.
{"formula": "C12H18NO", "method": "ωB97M-V/def2-TZVPD", "molar_mass_g_mol": 192.28, "total_charge": 1, "e_above_lowest_kj_mol": 300.0, "gap_ha": 0.35722, "e_homo_ev": -12.465, "spin_multiplicity": 1, "species": ["C", "C", "C", "C", "C", "C", "C", "C", "C", "C", "C", "C", "N", "O", "H", "H", "H", "H", "H", "H", "H", "H", "H", "H", "H", "H", "H", "H", "H", "H", "H", "H"], "positions_angstrom": [[2.622, 2.770, -0.814], [1.318, 2.907, -1.323], [2.773, 1.686, 0.051], [0.284, 1.931, -1.144], [1.799, 0.776, 0.351], [0.580, 0.854, -0.316], [-0.408, -0.495, 2.295], [-1.279, 0.468, 3.084], [-1.976, -1.951, -0.175], [-0.897, -0.970, -2.082], [0.383, -2.205, -0.458], [-0.530, -0.040, 0.196], [-0.794, -1.240, -0.559], [0.122, -1.499, 2.612], [3.321, 3.537, -1.198], [1.160, 3.743, -1.943], [3.728, 1.423, 0.501], [-0.571, 1.888, -1.705], [2.020, 0.015, 1.087], [-1.071, 1.502, 3.020], [-2.197, 0.554, 2.562], [-1.463, 0.247, 4.099], [-1.955, -3.021, -0.421], [-1.947, -2.020, 0.885], [-2.839, -1.342, -0.414], [-1.777, -0.269, -2.206], [0.179, -0.785, -2.388], [-1.214, -1.789, -2.655], [0.774, -2.201, 0.615], [0.179, -3.196, -0.842], [1.201, -1.794, -0.991], [-1.521, 0.516, 0.279]]}

***

6.
{"formula": "C12H18NOS", "method": "ωB97M-V/def2-TZVPD", "molar_mass_g_mol": 224.35, "total_charge": 1, "e_above_lowest_kj_mol": 262.3, "gap_ha": 0.25574, "e_homo_ev": -12.062, "spin_multiplicity": 1, "species": ["C", "C", "C", "C", "C", "C", "C", "C", "C", "C", "C", "C", "N", "O", "S", "H", "H", "H", "H", "H", "H", "H", "H", "H", "H", "H", "H", "H", "H", "H", "H", "H", "H"], "positions_angstrom": [[-4.147, 0.776, 0.265], [-4.002, -0.513, -0.220], [-3.023, 1.533, 0.556], [-2.739, -1.042, -0.420], [-1.760, 1.005, 0.356], [-1.610, -0.285, -0.137], [0.752, 0.138, -2.254], [2.645, 3.101, 0.285], [1.990, -2.948, 0.363], [0.377, -1.275, 0.974], [-0.229, -0.863, -0.381], [2.469, 1.686, 0.579], [0.592, 0.145, -1.011], [1.744, -1.670, 0.939], [3.562, 0.551, 0.094], [-5.130, 1.193, 0.411], [-4.873, -1.107, -0.450], [-3.135, 2.537, 0.936], [-2.633, -2.047, -0.802], [-0.886, 1.606, 0.564], [1.346, 0.918, -2.706], [0.321, -0.609, -2.922], [1.763, 3.473, -0.245], [3.538, 3.297, -0.302], [2.683, 3.683, 1.211], [1.794, -2.951, -0.712], [1.373, -3.703, 0.851], [3.040, -3.170, 0.541], [-0.223, -2.091, 1.389], [0.337, -0.432, 1.668], [-0.333, -1.750, -1.026], [1.582, 1.373, 1.111], [2.812, -0.559, 0.492]]}

***

no.,LUMO level (hartree)
1,0.023
2,-0.160
3,0.167
4,0.015
5,-0.101
6,-0.188